Record 1
Formula: C4H11N2O
Source: the OMol25 dataset
Level of theory: the ωB97M-V functional and the def2-TZVPD basis

The value obtained for the energy above the lowest of the compared OMol25 structures with the same formula, charge and spin is 120.7 kcal/mol. For the max |F|, the calculation gives 2.3 eV Å⁻¹.

```
! RIJCOSX wB97M-V def2-TZVPD def2/J DEFGRID3
* xyz 1 1
O 1.7390 -0.6395 -0.5049
N 5.5870 0.5775 -0.0219
N -3.0275 1.2711 -0.1634
C 0.5747 -0.8921 -0.4620
C -2.8841 -0.1204 -0.1037
C -0.4296 -0.0452 0.2108
C -1.5807 -0.5926 0.7464
H 5.4132 0.0399 0.7994
H -3.7697 -0.5533 0.3626
H 0.1932 -1.8483 -0.8224
H -2.7977 -0.5746 -1.0968
H 6.3105 0.1107 -0.5530
H -1.5409 -1.6785 0.8748
H -3.8025 1.7230 0.2881
H -2.7435 1.7193 -1.0174
H 4.8254 0.6629 -0.6693
H -1.7595 -0.1926 1.7432
H -0.3073 1.0325 0.3896
*
```

***

Record 2
Formula: C4H11N2O
Source: the OMol25 dataset
Level of theory: the ωB97M-V functional and the def2-TZVPD basis

Its structure (SMILES) is C[C@H](O)C(=[NH2+])CN. The value obtained for the energy above the lowest of the compared OMol25 structures with the same formula, charge and spin is 69.7 kcal/mol. For the max |F|, the calculation gives 4.2 eV Å⁻¹.

```
! RIJCOSX wB97M-V def2-TZVPD def2/J DEFGRID3
* xyz 1 1
O 0.3222 -1.1992 2.1073
N 0.6587 2.2484 -1.2489
N 0.5466 1.1687 1.2183
C 0.1893 -1.2307 0.7716
C 0.7531 0.7730 -1.2785
C -1.2234 -1.8548 0.5078
C 0.4887 0.4157 0.1876
H -0.2942 2.5027 -1.5491
H 1.3253 2.6661 -1.9922
H -0.0893 0.3164 -1.8849
H -1.8818 -1.0252 0.5978
H -1.3732 -2.4818 1.3663
H 1.6698 0.3040 -1.6562
H -0.6083 -1.1416 2.5927
H 0.6279 0.5298 2.0530
H -1.3613 -2.3331 -0.5547
H 0.8387 2.1226 1.0330
H 0.9941 -1.7270 0.1699
*
```

***

Record 3
Formula: C4H11N2O
Source: the OMol25 dataset
Level of theory: the ωB97M-V functional and the def2-TZVPD basis

Its structure (SMILES) is CNC(=O)[C@H](C)[NH3+]. The value obtained for the energy above the lowest of the compared OMol25 structures with the same formula, charge and spin is 30.4 kcal/mol. For the max |F|, the calculation gives 3.2 eV Å⁻¹.

```
! RIJCOSX wB97M-V def2-TZVPD def2/J DEFGRID3
* xyz 1 1
O -0.2954 1.0203 1.8881
N 0.3569 -1.0579 1.3736
N -1.1875 1.8783 -0.2745
C -0.1418 0.1368 1.0443
C 0.7338 -2.1761 0.4997
C 0.5962 0.5702 -1.3489
C -0.5525 0.5285 -0.3718
H -1.2546 2.3367 -1.1819
H -2.1606 1.8123 0.0365
H 1.5982 -2.5575 1.0392
H 1.2876 -0.2090 -1.0521
H 0.3742 -1.2423 2.3349
H -1.2925 -0.1884 -0.7363
H -0.0011 -2.9786 0.5129
H 1.2817 1.4160 -1.2562
H 0.4804 0.2930 -2.3949
H -0.7032 2.4259 0.4462
H 0.8802 -2.0084 -0.5591
*
```